# 1
ORCA calculation (ωB97M-V/def2-TZVPD) on 9 unconnected molecules or ions with the total composition C29H40Cl12N6 at a distorted geometry.

Geometry as XYZ:
```
87
Properties=species:S:1:pos:R:3:forces:R:3:lowdin_spin:R:1
C 5.222 -2.104 1.477 0.3 0.4 0.4 0.000
C 4.165 -1.198 0.863 -0.5 -1.0 -0.1 0.000
N 3.801 -1.498 -0.531 0.7 0.5 -0.7 0.000
C 4.936 -1.405 -1.456 0.4 1.4 -0.1 0.000
C 5.459 0.041 -1.470 0.1 0.0 0.1 0.000
C 3.165 -2.792 -0.701 -1.0 0.7 1.6 0.000
C 2.502 -2.944 -2.028 -0.1 -1.1 -0.9 0.000
H 6.214 -1.989 1.040 0.0 0.1 -0.1 0.000
H 4.987 -3.168 1.455 -0.2 0.1 0.0 0.000
H 5.307 -1.786 2.516 0.1 -0.3 0.2 0.000
H 3.233 -1.347 1.407 -0.1 0.0 0.3 0.000
H 4.403 -0.146 1.024 0.2 0.0 -0.4 0.000
H 5.769 -2.047 -1.171 0.0 -0.4 0.1 0.000
H 4.644 -1.690 -2.467 -0.2 0.0 0.2 0.000
H 6.132 0.296 -2.288 0.0 -0.4 -0.1 0.000
H 4.629 0.744 -1.539 -0.1 0.0 0.1 0.000
H 6.010 0.245 -0.552 0.0 0.1 0.1 0.000
H 2.335 -2.803 0.006 0.0 -0.1 0.6 0.000
H 3.832 -3.591 -0.376 0.0 -0.4 -0.5 0.000
H 1.645 -3.614 -1.959 0.1 -0.3 0.2 0.000
H 3.188 -3.419 -2.729 -0.2 0.4 -0.5 0.000
H 2.052 -2.024 -2.401 0.5 0.2 0.0 0.000
C -4.578 2.937 1.411 -1.1 0.0 -0.1 0.000
Cl -5.419 3.881 2.655 0.3 0.5 -0.2 0.000
Cl -4.894 1.275 1.799 0.2 -0.8 -0.2 0.000
Cl -5.302 3.311 -0.207 0.6 0.0 0.6 0.001
Cl -2.842 3.231 1.419 -0.1 0.2 0.0 0.000
C 1.682 -2.770 5.250 0.7 -1.0 1.0 0.000
Cl 3.476 -2.649 5.338 -0.5 0.3 0.0 0.000
Cl 0.887 -1.577 6.233 0.0 0.9 0.1 0.000
Cl 1.160 -2.700 3.617 -0.2 0.2 -1.0 0.000
Cl 1.227 -4.333 5.959 0.1 -0.3 -0.2 0.000
C 2.330 5.040 0.540 1.3 -1.2 0.8 0.000
Cl 0.757 4.536 1.084 -0.6 -0.1 0.2 0.009
Cl 2.287 5.780 -0.988 -0.5 1.0 -1.6 0.001
Cl 3.071 6.092 1.724 0.0 0.4 0.3 0.000
Cl 3.393 3.601 0.353 -0.1 0.0 0.3 0.001
N -1.420 6.773 -1.943 -0.4 -1.1 1.6 0.043
C -1.207 7.919 -1.256 1.0 0.1 -3.1 0.318
C -1.504 7.752 0.068 -1.0 -0.9 2.0 0.134
C -1.990 6.446 0.222 0.6 2.3 1.9 0.110
C -1.844 5.828 -0.996 -0.2 -0.2 -2.6 0.359
H -1.337 6.590 -2.933 0.2 0.2 0.1 -0.002
H -0.802 8.760 -1.799 -0.1 0.2 0.2 0.011
H -1.401 8.548 0.790 -0.1 -0.2 0.1 0.003
H -2.390 6.076 1.154 0.1 -0.4 -0.2 0.000
H -2.077 4.818 -1.297 0.0 -0.1 0.0 0.013
N -1.311 0.317 -2.751 -0.7 0.7 -1.1 0.000
C -0.838 -0.448 -3.762 -1.2 -0.5 -0.5 0.000
C -1.743 -0.310 -4.853 2.4 -1.4 0.7 0.000
C -2.700 0.632 -4.517 -0.1 0.4 1.3 0.000
C -2.405 1.011 -3.207 -0.4 0.2 0.5 0.000
H -0.894 0.415 -1.836 0.0 0.1 0.0 0.000
H -0.046 -1.124 -3.476 0.1 -0.1 -0.7 0.000
H -1.685 -0.917 -5.744 0.0 0.2 -0.1 0.000
H -3.549 0.901 -5.127 0.1 0.2 0.2 0.000
H -2.911 1.647 -2.496 -0.2 0.1 -0.2 0.000
N -3.132 -4.030 -1.603 1.6 -0.9 1.6 0.000
C -2.862 -5.325 -1.177 -1.2 -0.4 -0.3 0.000
C -1.659 -5.378 -0.495 -1.1 -1.4 -0.9 0.000
C -1.131 -4.121 -0.536 -0.7 3.6 -0.3 0.000
C -2.098 -3.261 -1.135 0.9 -0.5 -0.3 0.000
H -3.982 -3.651 -1.996 0.2 -0.4 0.1 0.000
H -3.601 -6.086 -1.376 0.2 -0.1 0.0 0.000
H -1.158 -6.236 -0.071 -0.3 -0.1 -0.1 0.000
H -0.218 -3.802 -0.057 0.0 0.1 -0.1 0.000
H -2.196 -2.200 -1.316 0.6 0.1 0.2 0.000
N -3.760 -1.421 3.900 1.5 0.0 0.2 0.000
C -4.818 -2.001 3.329 -1.5 -0.4 -1.3 0.000
C -4.399 -2.690 2.193 -1.0 0.3 0.6 0.000
C -3.015 -2.513 2.081 0.5 0.5 0.8 0.000
C -2.629 -1.783 3.198 0.1 0.9 -0.8 0.000
H -3.777 -0.663 4.568 -0.1 -0.5 0.1 0.000
H -5.823 -1.788 3.662 0.1 -0.2 0.1 0.000
H -5.044 -3.235 1.519 0.0 0.0 0.1 0.000
H -2.419 -2.786 1.223 0.2 -0.3 0.4 0.000
H -1.697 -1.290 3.432 0.1 -0.3 0.0 0.000
N 1.308 0.044 -0.051 -3.0 0.5 1.4 0.000
C 0.894 1.314 -0.379 0.4 -0.8 -0.3 0.000
C -0.396 1.481 0.066 0.1 1.5 -0.1 0.000
C -0.834 0.349 0.765 1.7 -1.5 -0.1 0.000
C 0.250 -0.537 0.682 0.4 0.3 -0.7 0.000
H 2.176 -0.421 -0.275 0.6 -0.1 -0.4 0.000
H 1.547 1.980 -0.923 -0.2 -0.1 0.0 0.000
H -0.938 2.408 -0.050 0.0 -0.1 -0.1 0.000
H -1.768 0.153 1.271 0.0 0.0 -0.1 0.000
H 0.363 -1.561 1.005 -0.2 0.1 0.1 0.000
```
Forces are in eV/Å.

Output
Energy above the lowest of the compared OMol25 structures with the same formula, charge and spin = 0.0000 eV
Multiplicity = 2
⟨S²⟩ = 0.76
Molar mass = 898.12 g/mol
Charge = +1
HOMO energy (alpha / beta) = -9.3 / -9.3 eV
LUMO (alpha / beta) = -3.243 / -7.529 eV
Frontier orbital gap (alpha / beta) = 6.1 / 1.8 eV
E_tot = -6979.44234 Eh

***

# 2
ORCA calculation (ωB97M-V/def2-TZVPD) on C3H8N2S in the gas phase at a distorted geometry.

Geometry as XYZ:
```
14
Properties=species:S:1:pos:R:3:forces:R:3:nbo_charge:R:1
N -0.497 -1.456 0.903 0.3 -0.7 -0.1 -0.823
C -0.239 -0.074 1.073 -0.1 1.4 0.1 -0.053
C -0.466 0.881 -0.097 1.0 0.0 -0.4 -0.080
N -0.688 0.361 -1.436 -1.0 -0.9 0.7 -0.857
C 0.963 0.666 0.406 -1.1 -1.4 0.4 -0.393
S 2.181 -0.336 -0.475 -0.6 0.4 0.0 -0.041
H -0.339 -1.714 -0.068 -0.1 0.0 0.2 0.364
H 0.182 -1.995 1.443 -0.2 0.1 -0.1 0.365
H -0.559 0.299 2.093 0.4 -0.3 -1.4 0.203
H -0.962 1.813 0.157 0.2 0.1 0.0 0.194
H -1.621 -0.036 -1.468 0.0 -0.1 -0.2 0.367
H -0.619 1.008 -2.211 0.3 0.3 0.4 0.381
H 1.410 1.406 1.002 0.6 1.0 0.5 0.225
H 1.255 -0.822 -1.324 0.3 0.1 -0.1 0.149
```
Forces are in eV/Å.

Output
Energy above the lowest of the compared OMol25 structures with the same formula, charge and spin = 1.7721 eV
Molar mass = 104.18 g/mol
SMILES = N[C@@H]1[C@H](N)[C@@H]1S
HOMO energy = -8.3 eV
LUMO = 0.906 eV
Frontier orbital gap = 9.2 eV
E_tot = -626.75816 Eh

***

# 3
ORCA calculation (ωB97M-V/def2-TZVPD) on 13 unconnected molecules or ions with the total composition C18H61ClN26O12P at a distorted geometry.

Geometry as XYZ:
```
119
Properties=species:S:1:pos:R:3:forces:R:3:lowdin_charge:R:1
C -2.128 0.158 1.335 0.2 -0.4 0.4 -0.061
C -3.167 -1.004 1.180 -0.7 1.4 -1.1 -0.277
C -4.231 -1.228 2.270 2.8 -1.4 -1.6 0.101
N -4.236 -2.499 2.512 -2.1 1.1 1.5 -0.161
C -5.173 -3.001 3.555 -0.6 -0.8 0.3 -0.016
C -3.286 -3.413 1.806 0.0 1.3 0.2 -0.567
Cl -2.253 -4.008 3.157 -0.3 0.0 -1.0 0.692
C -2.687 -2.453 0.728 -0.9 1.0 -0.1 -0.341
P -0.926 -2.706 0.114 2.3 -2.2 0.4 0.769
N -0.097 -3.839 0.853 -1.1 0.7 -0.4 -0.327
H -1.391 -0.033 2.147 -0.6 0.2 -0.4 0.076
H -1.544 0.269 0.399 -0.5 -0.2 0.5 0.075
H -2.653 1.119 1.491 0.3 -0.5 0.1 0.092
H -3.788 -0.638 0.320 0.3 -0.2 0.5 0.157
H -4.894 -0.503 2.770 0.3 -0.5 -0.2 0.181
H -5.931 -2.233 3.841 0.7 -0.3 -0.3 0.082
H -5.717 -3.880 3.148 0.4 0.4 0.2 0.107
H -4.617 -3.320 4.460 -0.2 0.2 -0.7 0.091
H -3.918 -4.189 1.341 0.7 -0.1 0.5 0.124
H -3.279 -2.588 -0.210 0.4 -0.4 0.7 0.117
H -0.200 -1.474 0.215 -1.1 -0.1 -0.2 0.020
H -1.000 -3.075 -1.267 -0.6 1.0 0.4 0.016
H 0.155 -4.563 0.171 0.2 0.2 0.5 -0.070
C 2.604 -6.296 -0.598 -0.1 0.1 0.0 -0.669
O 1.766 -5.408 -0.686 0.1 -0.2 -0.2 -0.005
N 2.750 -7.052 0.524 -0.1 -0.1 0.2 0.157
N 3.458 -6.597 -1.614 0.0 0.1 -0.3 0.155
H 3.428 -7.783 0.620 0.0 0.0 0.0 0.096
H 2.135 -6.854 1.292 0.0 0.0 0.0 0.107
H 3.378 -6.056 -2.455 0.0 0.0 0.0 0.105
H 4.152 -7.317 -1.564 0.0 0.0 0.0 0.096
C -0.500 -1.271 -3.875 0.1 -0.2 0.1 -0.699
O -1.594 -1.260 -3.313 0.1 0.0 0.1 -0.029
N 0.252 -2.391 -4.006 0.0 -0.2 0.2 0.167
N 0.052 -0.151 -4.419 -0.1 0.4 -0.2 0.156
H 1.148 -2.408 -4.466 0.0 0.0 -0.3 0.072
H -0.115 -3.241 -3.622 0.0 0.0 0.0 0.094
H -0.471 0.703 -4.345 0.0 0.0 0.0 0.108
H 0.945 -0.139 -4.880 0.1 -0.1 0.1 0.095
C 1.891 1.669 3.602 0.2 0.1 -0.1 -0.682
O 2.902 2.055 3.039 -0.2 0.1 0.0 0.030
N 1.064 2.510 4.286 -0.1 0.2 0.0 0.151
N 1.505 0.362 3.588 0.0 -0.3 -0.2 0.153
H 0.230 2.214 4.755 0.0 0.0 0.0 0.090
H 1.319 3.480 4.315 0.0 0.0 0.0 0.103
H 2.095 -0.281 3.091 0.0 0.0 0.1 0.110
H 0.681 0.016 4.039 0.0 0.0 0.1 0.085
C 5.465 4.978 1.086 -0.1 -0.6 0.1 -0.668
O 6.485 5.370 0.514 -0.1 0.1 0.0 -0.019
N 4.641 5.827 1.763 0.1 0.5 0.0 0.155
N 5.082 3.684 1.087 0.0 0.2 -0.4 0.186
H 3.808 5.532 2.235 0.0 -0.1 0.0 0.091
H 4.895 6.797 1.784 0.0 0.0 0.0 0.102
H 5.671 3.030 0.598 0.0 -0.3 0.3 0.073
H 4.256 3.344 1.546 0.1 -0.1 0.2 0.071
C -8.629 -0.828 5.124 -0.6 0.3 -0.1 -0.671
O -7.456 -0.716 4.760 0.3 -0.3 -0.1 -0.033
N -8.989 -1.620 6.174 0.3 -0.3 0.2 0.149
N -9.644 -0.178 4.516 0.8 -0.1 0.6 0.159
H -9.933 -1.728 6.491 0.0 0.1 0.0 0.096
H -8.258 -2.115 6.649 0.0 0.0 0.0 0.098
H -9.417 0.411 3.737 -0.3 -0.1 -0.2 0.066
H -10.602 -0.257 4.797 0.0 0.0 -0.1 0.102
C 8.013 1.283 0.605 0.1 0.0 0.0 -0.674
O 6.924 1.271 1.166 0.1 0.0 -0.2 0.013
N 8.787 0.171 0.481 -0.2 -0.3 0.0 0.156
N 8.537 2.420 0.059 -0.2 0.3 0.0 0.157
H 9.679 0.164 0.026 0.0 0.1 0.0 0.090
H 8.435 -0.686 0.876 0.2 0.0 0.2 0.072
H 7.992 3.265 0.135 0.1 0.1 0.0 0.078
H 9.424 2.456 -0.404 0.0 0.0 0.0 0.090
C 5.484 7.771 -2.682 0.1 -0.2 0.3 -0.687
O 4.288 7.510 -2.762 -0.1 0.0 -0.2 -0.007
N 6.255 7.320 -1.661 -0.4 0.1 0.0 0.165
N 6.131 8.531 -3.612 -0.1 0.2 -0.3 0.145
H 7.233 7.514 -1.571 0.0 0.0 0.0 0.098
H 5.806 6.755 -0.959 0.3 -0.1 0.1 0.064
H 5.587 8.879 -4.379 0.0 0.0 0.0 0.099
H 7.105 8.756 -3.567 0.0 0.0 0.1 0.092
C 0.136 6.041 -3.576 -0.2 0.0 0.0 -0.698
O -1.054 5.760 -3.651 0.2 0.0 0.0 0.000
N 0.928 5.608 -2.559 0.2 -0.2 0.3 0.152
N 0.770 6.811 -4.502 0.1 0.1 -0.3 0.152
H 1.907 5.829 -2.482 0.0 0.1 0.0 0.087
H 0.500 5.040 -1.854 0.0 0.0 0.0 0.096
H 0.220 7.151 -5.268 0.0 0.0 0.0 0.100
H 1.744 7.052 -4.454 0.0 0.0 0.1 0.090
C -10.982 0.729 1.092 0.1 0.0 -0.3 -0.651
O -10.538 0.526 2.219 -0.3 0.3 -0.4 -0.006
N -10.418 0.184 -0.012 0.2 -0.2 0.3 0.166
N -12.071 1.516 0.868 -0.2 0.1 0.3 0.155
H -10.757 0.334 -0.942 0.0 0.1 0.0 0.099
H -9.607 -0.406 0.127 -0.1 0.1 -0.2 0.055
H -12.509 1.933 1.668 0.0 0.0 0.0 0.104
H -12.450 1.695 -0.042 0.0 0.0 0.0 0.096
C 9.711 -2.406 3.417 -0.1 0.1 -0.2 -0.676
O 8.919 -2.108 2.535 0.1 -0.1 0.1 0.018
N 10.998 -1.962 3.426 0.2 0.1 -0.1 0.153
N 9.369 -3.206 4.464 -0.2 -0.2 0.1 0.151
H 11.663 -2.193 4.139 0.0 0.0 0.0 0.094
H 11.283 -1.368 2.670 0.0 0.0 0.0 0.102
H 8.428 -3.550 4.489 0.0 0.0 0.0 0.104
H 10.000 -3.464 5.199 0.0 0.0 0.0 0.094
C 1.644 -2.120 -7.619 -0.1 0.0 0.0 -0.673
O 2.094 -2.338 -6.499 0.0 0.1 0.0 0.002
N 2.222 -2.617 -8.745 0.2 -0.2 0.0 0.157
N 0.531 -1.364 -7.823 -0.1 0.1 0.2 0.162
H 1.873 -2.452 -9.669 0.0 0.0 0.0 0.098
H 3.045 -3.178 -8.628 0.0 0.0 0.0 0.107
H 0.077 -0.982 -7.012 -0.1 0.0 0.0 0.083
H 0.146 -1.173 -8.729 0.0 0.0 0.0 0.099
C -7.585 -2.493 -0.699 -0.3 0.1 -0.3 -0.651
O -8.076 -1.406 -0.430 0.3 -0.3 0.1 0.023
N -7.879 -3.163 -1.843 -0.1 0.0 -0.1 0.169
N -6.697 -3.122 0.126 0.4 0.0 0.3 0.162
H -7.488 -4.054 -2.085 0.0 0.0 0.0 0.101
H -8.527 -2.729 -2.474 0.0 0.0 0.0 0.114
H -6.460 -2.657 0.982 -0.2 0.0 0.0 0.076
H -6.282 -4.011 -0.078 -0.1 0.0 -0.1 0.095
```
Forces are in eV/Å.

Output
Molar mass = 900.28 g/mol
Charge = +1
HOMO energy = -10.3 eV
LUMO = -3.374 eV
Frontier orbital gap = 6.9 eV
E_tot = -3850.77185 Eh

***

# 4
ORCA calculation (ωB97M-V/def2-TZVPD) on a molecular structure, C38H48BiCl3N6O4P2 at a distorted geometry.

Geometry as XYZ:
```
102
Properties=species:S:1:pos:R:3:forces:R:3:lowdin_charge:R:1
Bi 10.253 10.905 13.292 1.4 0.1 -0.1 2.072
N 8.287 9.954 12.289 1.0 -0.9 0.5 -0.064
C 7.167 9.456 13.138 0.8 0.9 -1.2 -0.177
C 6.870 10.497 14.162 -1.7 0.0 2.9 -0.178
N 8.014 10.803 15.071 0.9 0.2 -0.4 -0.224
C 8.246 9.791 16.131 -0.2 0.9 0.0 -0.195
C 9.689 9.480 16.397 1.9 2.7 1.0 -0.198
N 10.512 9.322 15.153 -1.0 -0.9 1.1 -0.108
C 7.973 12.173 15.653 0.8 -1.3 -1.2 -0.162
C 8.152 13.258 14.579 -0.4 1.1 0.6 -0.212
N 8.732 12.907 13.270 1.0 0.1 0.4 -0.085
H 8.033 10.579 11.534 -0.3 -0.1 -0.2 0.111
H 8.810 9.185 11.879 -0.3 -0.1 -0.5 0.072
H 7.417 8.463 13.526 0.2 0.4 0.2 0.136
H 6.311 9.326 12.501 -0.6 -0.2 -0.2 0.129
H 6.104 9.999 14.824 0.2 0.7 -0.6 0.149
H 6.369 11.452 13.816 0.9 -1.1 0.0 0.152
H 7.863 8.856 15.861 -1.3 -1.3 -0.8 0.101
H 7.746 10.078 17.077 0.2 -0.1 -0.4 0.149
H 9.741 8.609 17.075 0.2 0.5 -0.3 0.138
H 10.158 10.424 16.923 -0.7 -2.0 -0.7 0.153
H 10.412 8.378 14.791 -0.2 -0.1 -0.2 0.089
H 11.488 9.343 15.424 0.4 0.4 -0.2 0.070
H 8.800 12.254 16.377 -0.5 -0.2 -0.1 0.125
H 7.021 12.334 16.126 -0.4 0.1 0.6 0.125
H 8.807 13.971 15.099 -0.1 0.2 -0.7 0.127
H 7.187 13.760 14.485 0.1 0.1 -0.4 0.123
H 9.300 13.663 12.890 0.3 0.1 0.3 0.072
H 8.094 12.780 12.517 -1.3 0.0 -0.3 0.062
O 12.786 10.768 14.288 -0.9 -0.2 0.2 -0.462
P 14.182 10.927 13.772 1.4 1.7 -0.9 0.745
C 14.244 11.668 12.084 1.1 0.4 1.6 -0.286
P 13.243 13.162 11.725 0.2 0.2 0.0 0.739
O 11.799 13.116 12.196 0.2 -0.8 0.0 -0.444
C 14.024 14.628 12.400 0.3 0.9 0.4 -0.252
C 15.097 15.366 11.813 -1.1 -1.8 1.4 -0.037
C 15.531 16.488 12.489 -0.2 0.0 -0.2 -0.089
C 15.016 16.937 13.677 -1.5 -0.2 0.3 -0.039
C 13.972 16.178 14.245 0.6 1.2 0.9 -0.080
C 13.455 15.098 13.616 0.2 -1.4 -1.3 -0.104
C 13.494 13.171 9.969 -0.3 0.5 -1.1 -0.295
C 14.663 12.645 9.349 -1.0 0.0 0.8 -0.096
C 14.608 12.306 8.026 -0.3 -0.2 -0.4 -0.069
C 13.437 12.423 7.251 1.0 0.5 0.5 -0.051
C 12.471 13.242 7.754 -1.3 1.5 0.9 -0.069
C 12.478 13.633 9.124 0.2 -0.9 -1.0 -0.048
C 15.223 12.089 14.710 -0.4 -0.2 0.0 -0.268
C 14.766 12.391 16.024 -0.6 -1.1 -2.5 -0.090
C 15.498 13.258 16.743 -0.2 2.4 1.7 -0.100
C 16.685 13.875 16.304 -1.3 0.4 0.9 -0.046
C 17.052 13.612 15.006 1.7 0.4 -0.8 -0.082
C 16.350 12.747 14.163 -0.4 -0.8 0.6 -0.089
C 15.093 9.422 13.592 0.3 -1.7 -0.9 -0.290
C 16.482 9.383 13.510 1.5 0.6 1.5 -0.078
C 17.199 8.187 13.365 -0.8 -0.5 -0.6 -0.041
C 16.523 6.961 13.066 -0.6 1.7 0.9 -0.025
C 15.124 6.971 13.196 0.4 1.0 -0.5 -0.084
C 14.452 8.199 13.378 -0.2 -0.6 0.6 -0.094
H 13.888 10.869 11.474 -0.1 -0.5 -1.0 0.022
H 15.365 11.865 11.904 -1.9 -0.4 0.0 0.089
H 15.659 14.979 10.970 -0.3 0.2 -0.3 0.110
H 16.251 17.088 12.038 1.4 0.8 -0.8 0.094
H 15.272 17.944 14.016 0.2 -0.6 0.3 0.122
H 13.509 16.380 15.202 0.2 0.7 0.0 0.109
H 12.598 14.601 14.073 0.3 -0.1 -0.3 0.101
H 15.562 12.385 9.909 -0.3 0.3 -0.2 0.105
H 15.526 11.974 7.612 0.5 -0.7 -0.6 0.105
H 13.329 11.973 6.287 0.3 0.0 -0.5 0.111
H 11.675 13.723 7.148 0.5 -1.0 0.2 0.125
H 11.595 14.191 9.420 0.3 -0.1 0.6 0.109
H 13.755 12.038 16.307 0.9 0.2 0.1 0.110
H 14.962 13.729 17.576 0.7 -0.5 0.3 0.117
H 17.110 14.665 16.990 -0.1 -1.1 -1.2 0.139
H 17.964 14.078 14.603 -0.5 -0.1 0.2 0.122
H 16.753 12.551 13.136 -0.6 0.3 1.2 0.118
H 17.055 10.300 13.796 -0.4 -0.9 -0.5 0.108
H 18.279 8.211 13.513 -0.3 0.0 -0.4 0.113
H 17.056 6.069 12.786 0.2 -0.2 0.3 0.107
H 14.502 6.081 13.095 0.5 0.2 0.0 0.079
H 13.376 8.167 13.423 -0.1 0.0 0.1 0.062
C 8.990 18.802 10.841 0.2 1.5 0.6 -0.038
C 8.345 17.520 10.532 -1.5 -1.5 -0.2 -0.316
C 7.595 17.172 9.416 0.0 -1.8 -0.2 0.022
C 7.341 15.740 9.581 -0.4 0.1 -0.7 -0.355
N 7.714 15.305 10.763 1.2 0.9 0.3 0.033
N 8.364 16.386 11.317 -0.2 0.3 -0.7 -0.004
C 6.679 14.730 8.621 -0.9 1.4 1.9 -0.036
H 9.218 19.051 11.909 -0.4 -0.6 -0.7 0.092
H 8.312 19.608 10.474 0.7 -0.5 0.2 0.101
H 9.955 18.854 10.320 -0.3 0.2 0.0 0.087
H 7.192 17.726 8.552 0.8 -0.1 0.8 0.121
H 8.650 16.328 12.268 0.2 0.2 0.4 0.125
H 6.494 13.783 9.194 0.0 0.9 -0.7 0.074
H 7.227 14.560 7.721 0.5 -0.2 -0.5 0.056
H 5.744 15.263 8.352 0.1 -0.9 -0.1 0.084
Cl 10.649 7.393 9.274 0.7 0.6 1.1 0.564
C 11.985 7.891 10.474 -0.7 -0.7 -1.2 -1.451
Cl 12.657 6.383 11.114 -0.3 0.6 -0.2 0.688
Cl 13.165 8.825 9.610 0.7 0.1 -0.3 0.699
C 11.409 8.826 11.540 -1.8 1.8 -0.9 -0.795
O 11.389 8.451 12.710 -0.6 0.6 0.0 -0.095
O 10.888 9.986 11.112 1.1 -2.4 1.7 -0.258
```
Forces are in eV/Å.

Output
Energy above the lowest of the compared OMol25 structures with the same formula, charge and spin = 0.7107 eV
Molar mass = 1030.13 g/mol
Charge = +2
HOMO energy = -12.7 eV
LUMO = -5.373 eV
Frontier orbital gap = 7.3 eV
E_tot = -4383.76624 Eh

***

Look up the E_tot of the third one. -3850.77185 Eh

***

Among the records above, which one has the lowest molar mass? C3H8N2S

***

Which of these has the highest E_tot? C3H8N2S

***

Which of these has the lowest E_tot? C29H40Cl12N6